Entry 1:
Here is C53H52Cl3N2OP2SiTa as an isolated structure at a distorted geometry from OMol25. Energies are from wB97M-V/def2-TZVPD.

Output
energy relative to the best compared isomer or geometry (same formula, charge and spin): 155.0 kJ/mol
HOMO level: -12.98 eV
LUMO energy: -6.8 eV
gap between HOMO and LUMO: 6.21 eV
spin multiplicity: 1
E_tot: -4644.9288 Ha
charge: +2

```
115
C53H52Cl3N2OP2SiTa, DFT wB97M-V/def2-TZVPD
Ta 0.3219 0.1337 0.3064
C -2.0683 1.4945 2.2172
P -0.4784 0.8210 2.8259
C -0.9634 -0.6071 3.8219
C -0.8805 -1.8911 3.2839
C -1.3092 -2.9862 4.0170
C -1.8166 -2.8032 5.2961
C -1.9077 -1.5251 5.8356
C -1.4848 -0.4261 5.1037
C 0.1303 2.0747 3.9704
C -0.2603 3.4072 3.8385
C 0.1869 4.3559 4.7474
C 1.0228 3.9791 5.7928
C 1.4172 2.6538 5.9255
C 0.9769 1.7032 5.0156
C -2.5921 0.4176 1.3474
C -3.8289 -0.1143 1.3301
C -3.7696 -1.3042 0.5296
C -2.4956 -1.4606 0.1060
C -1.9779 -2.6534 -0.6169
P -0.1824 -2.6486 -0.9743
C -0.1032 -2.9082 -2.7899
C 1.0467 -3.5220 -3.2955
C 1.1510 -3.8262 -4.6432
C 0.1141 -3.5020 -5.5114
C -1.0207 -2.8720 -5.0219
C -1.1308 -2.5757 -3.6652
C 0.2265 -4.3596 -0.4058
C -0.3802 -5.4374 -1.0635
C -0.1509 -6.7362 -0.6365
C 0.6833 -6.9834 0.4499
C 1.2804 -5.9248 1.1112
C 1.0512 -4.6196 0.6841
N -1.7047 -0.3809 0.5685
H -1.9236 2.4460 1.7125
H -2.7332 1.6550 3.0622
H -0.4975 -2.0442 2.2826
H -1.2460 -3.9811 3.5920
H -2.1450 -3.6575 5.8752
H -2.3088 -1.3829 6.8325
H -1.5722 0.5666 5.5282
H -0.9379 3.7153 3.0529
H -0.1326 5.3872 4.6479
H 1.3523 4.7163 6.5150
H 2.0659 2.3573 6.7425
H 1.2848 0.6701 5.1253
H -4.6931 0.2725 1.8580
H -4.5849 -1.9927 0.3380
H -2.5316 -2.8253 -1.5370
H -2.1528 -3.5262 0.0070
H 1.8589 -3.7919 -2.6291
H 2.0407 -4.3236 -5.0147
H 0.1899 -3.7411 -6.5664
H -1.8364 -2.6178 -5.6895
H -2.0312 -2.0867 -3.3187
H -1.0340 -5.2683 -1.9106
H -0.6222 -7.5598 -1.1601
H 0.8637 -8.0002 0.7770
H 1.9318 -6.1089 1.9588
H 1.5396 -3.8139 1.2033
C 4.8366 -0.2644 0.8902
Si 3.2817 -1.2017 0.4938
C 3.6421 -2.7922 -0.3795
C 2.4089 -1.6401 2.1043
N 2.0853 -0.2487 -0.4980
C 2.3520 -0.2479 -1.9047
C 3.6465 -0.2984 -2.4191
C 3.8764 -0.3900 -3.7804
C 2.7965 -0.4705 -4.6486
C 1.5082 -0.3483 -4.1546
C 1.3061 -0.1549 -2.8051
O 0.0452 0.1015 -2.2380
C -0.9888 0.7601 -2.9647
C -2.2597 0.6492 -2.4282
C -3.3364 1.2632 -3.0483
C -3.1472 1.9978 -4.2098
C -1.8662 2.1281 -4.7193
C -0.7775 1.5221 -4.1001
H 4.8676 -0.0365 1.9569
H 4.9377 0.6677 0.3272
H 5.7066 -0.8962 0.6622
H 4.0737 -3.5074 0.3310
H 4.3461 -2.6684 -1.2053
H 2.7292 -3.2362 -0.7827
H 3.1508 -2.2171 2.6742
H 1.5401 -2.2884 1.9831
H 2.1217 -0.8024 2.7439
H 4.4919 -0.2451 -1.7359
H 4.8938 -0.4200 -4.1539
H 2.9484 -0.6205 -5.7111
H 0.6592 -0.4244 -4.8204
H -2.4186 0.0771 -1.5290
H -4.3238 1.1642 -2.6136
H -3.9854 2.4702 -4.7088
H -1.6911 2.7168 -5.6128
H 0.2054 1.6774 -4.5133
Cl 4.2062 1.4368 4.2782
C 3.5888 2.4893 3.0180
Cl 2.5124 1.6200 1.8570
H 4.4183 2.8524 2.4283
H 3.0012 3.2871 3.4536
Cl 1.8347 2.9865 -3.0010
C 2.0061 3.7444 -1.4582
C 2.9903 4.7214 -1.3593
C 3.1290 5.4570 -0.1965
C 2.2479 5.2321 0.8512
C 1.2886 4.2445 0.7366
C 1.1486 3.4359 -0.3955
C 0.0385 2.4141 -0.3971
H 3.6220 4.9209 -2.2165
H 3.8911 6.2239 -0.1270
H 2.3000 5.8394 1.7502
H 0.6072 4.0897 1.5599
H -0.4163 2.2817 -1.3778
H -0.7256 2.7363 0.3108
```

***

Entry 2:
Here is C53H54BBaN10O6 as an isolated structure at a distorted geometry from OMol25. Energies are from wB97M-V/def2-TZVPD.

Output
HOMO level: -4.46 eV
LUMO energy: 1.8 eV
gap between HOMO and LUMO: 6.27 eV
spin multiplicity: 1
E_tot: -3101.6673 Ha
charge: -1

```
125
C53H54BBaN10O6, DFT wB97M-V/def2-TZVPD
Ba -0.1446 0.1671 0.3641
O 1.8336 1.3317 0.0267
C 2.9076 1.5137 0.6267
C 3.9717 2.3160 0.0562
C 5.1282 2.4746 0.7221
C 5.3572 1.8850 2.0333
C 4.4212 1.1135 2.5862
C 3.1767 0.7481 1.8754
C 1.9976 0.7069 2.8746
N 1.5374 1.6772 3.5445
C 2.0259 3.0384 3.3349
C 0.8479 3.9917 3.3644
N -0.0833 3.6135 2.3217
C -0.7148 4.5365 1.7186
C -1.7274 4.3503 0.6625
C -2.4160 5.4840 0.2100
C -3.4013 5.4095 -0.7542
C -3.7094 4.1488 -1.2885
C -3.0393 3.0157 -0.8735
C -2.0153 3.0788 0.1037
O -1.3544 2.0044 0.4345
H 3.7903 2.7760 -0.9105
H 5.9098 3.0827 0.2793
H 6.2813 2.0921 2.5617
H 4.5752 0.6822 3.5729
H 1.5635 -0.2856 3.0854
H 2.5828 3.1656 2.4011
H 2.6966 3.2831 4.1602
H 1.2009 5.0274 3.2813
H 0.3608 3.8772 4.3379
H -0.5283 5.5878 1.9901
H -2.1570 6.4463 0.6452
H -3.9213 6.2987 -1.0890
H -4.4828 4.0608 -2.0458
H -3.2625 2.0363 -1.2958
C -5.9002 -1.9543 -1.0060
C -5.0022 -1.2224 -0.0531
C -5.3577 -0.5564 1.0920
C -4.1497 -0.0627 1.6222
N -3.1169 -0.4103 0.8556
N -3.6536 -1.1197 -0.1803
B -2.8184 -1.7357 -1.3482
N -2.2371 -0.6571 -2.3224
N -1.1831 0.1653 -2.0362
C -1.0272 0.9601 -3.0959
C -1.9810 0.6434 -4.0833
C -2.7287 -0.3816 -3.5564
C -3.8837 -1.0916 -4.1937
C -0.0332 2.0608 -3.2268
C 0.3624 2.8735 -2.1653
C 1.2313 3.9406 -2.3758
C 1.7215 4.2117 -3.6460
C 1.3416 3.3986 -4.7098
C 0.4750 2.3382 -4.4983
N -1.7429 -2.7308 -0.8339
N -0.7975 -2.4377 0.1129
C -0.1209 -3.5691 0.3080
C -0.6174 -4.6006 -0.5111
C -1.6463 -4.0274 -1.2221
C -2.5243 -4.6595 -2.2598
C 0.9947 -3.7086 1.2812
C 0.9126 -3.1558 2.5590
C 1.9593 -3.3126 3.4639
C 3.1004 -4.0226 3.1041
C 3.1871 -4.5766 1.8284
C 2.1406 -4.4244 0.9249
C -4.0300 0.7412 2.8676
C -4.9290 0.5034 3.9099
C -4.8805 1.2496 5.0809
C -3.9230 2.2483 5.2345
C -3.0194 2.4878 4.2048
C -3.0750 1.7463 3.0289
H -6.9174 -1.9241 -0.6162
H -5.6070 -3.0005 -1.1234
H -5.9058 -1.5055 -2.0006
H -6.3595 -0.4161 1.4754
H -3.5938 -2.3784 -1.9999
H -2.1251 1.1216 -5.0436
H -3.9728 -0.7523 -5.2257
H -4.8273 -0.8776 -3.6881
H -3.7512 -2.1751 -4.1961
H 0.0058 2.6901 -1.1553
H 1.5195 4.5607 -1.5306
H 2.3961 5.0453 -3.8080
H 1.7312 3.5842 -5.7052
H 0.2067 1.6916 -5.3273
H -0.2737 -5.6265 -0.5658
H -2.2159 -5.6960 -2.3942
H -2.4423 -4.1518 -3.2246
H -3.5777 -4.6472 -1.9705
H 0.0306 -2.5871 2.8388
H 1.8795 -2.8762 4.4549
H 3.9197 -4.1376 3.8083
H 4.0767 -5.1191 1.5302
H 2.2237 -4.8337 -0.0799
H -5.6613 -0.2916 3.8088
H -5.5879 1.0441 5.8793
H -3.8819 2.8315 6.1494
H -2.2634 3.2642 4.2999
H -2.3690 1.9548 2.2240
O -0.9690 -0.5801 2.8854
H -1.8398 -0.7876 2.4888
H -1.0903 0.2881 3.3005
O 3.0608 0.8282 -2.7903
H 3.1560 -0.1349 -2.7448
H 2.4925 1.0428 -2.0365
O 3.7433 -5.7721 -3.4840
C 4.7933 -4.8248 -3.6458
N 4.8848 -3.8397 -2.5948
C 3.7452 -3.0722 -2.3670
O 2.8160 -3.1650 -3.1853
C 3.7269 -2.2233 -1.1950
C 4.8592 -1.9132 -0.3599
C 4.7055 -1.2604 0.8071
C 3.3357 -0.9113 1.3063
N 2.2537 -1.1487 0.4018
C 2.4976 -1.7413 -0.7431
H 2.9415 -5.2279 -3.4786
H 4.6807 -4.3007 -4.5894
H 5.7228 -5.3841 -3.6593
H 5.3854 -4.1148 -1.7667
H 5.8651 -2.1491 -0.7032
H 5.5703 -0.9793 1.3988
H 3.1232 -1.4018 2.2685
H 1.6272 -1.9057 -1.3997
```

***

Which formula does entry 2 have?
C53H54BBaN10O6

***

Which of these has the highest charge?
C53H52Cl3N2OP2SiTa

***

Look up the gap between HOMO and LUMO of the first one.
6.21 eV